Record 1
{
  "formula": "C2H4O2Si",
  "method": "ωB97M-V with the def2-TZVPD basis set",
  "relative_energy_kcal_mol": 160.9,
  "max_force_ev_per_a": 4.0,
  "total_charge": 0,
  "spin_multiplicity": 1,
  "e_homo_ev": [-8.36, -8.36],
  "total_energy_ha": -518.35144,
  "elements": ["C", "C", "O", "O", "Si", "H", "H", "H", "H"],
  "xyz": [[0.036636, 0.858529, -0.311539], [-0.362366, -0.379830, -0.493621], [0.289835, -3.243286, 0.080883], [0.310797, -4.692634, -0.095057], [0.290950, -1.781695, 0.577507], [-0.441913, 1.711827, -0.664318], [0.720255, 1.039411, 0.614482], [-0.962002, -0.765673, -1.249089], [0.511235, -1.178938, 1.854045]],
  "forces_ev_per_a": [[1.3, -0.5, 3.8], [1.5, -1.9, 0.8], [-0.1, 0.5, 0.2], [0.1, 1.0, 0.3], [-0.6, -0.3, -1.6], [-0.4, 1.3, -1.2], [-1.0, -0.1, -1.8], [-1.4, 0.1, -1.5], [0.5, -0.2, 1.1]],
  "mulliken_charge": [-0.5146, -0.3058, 0.0111, -0.4369, 0.4807, 0.3087, 0.1296, 0.4064, -0.0792]
}

Record 2
{
  "formula": "C2H4O3",
  "method": "ωB97M-V with the def2-TZVPD basis set",
  "relative_energy_kcal_mol": 44.6,
  "smiles": "O=C(O)CO",
  "max_force_ev_per_a": 6.5,
  "total_charge": 0,
  "spin_multiplicity": 1,
  "e_homo_ev": -10.33,
  "total_energy_ha": -304.27054,
  "elements": ["O", "C", "O", "C", "O", "H", "H", "H", "H"],
  "xyz": [[0.876216, 1.502214, -0.351532], [0.567794, 0.365199, -0.314170], [1.207518, -0.722076, -0.768030], [-0.734442, 0.200539, 0.290436], [-1.484516, -1.016649, 0.365285], [2.176676, -0.695285, -0.780743], [-0.357097, 0.803506, 1.331000], [-1.502297, 1.087584, -0.027013], [-0.749852, -1.525032, 0.254766]],
  "forces_ev_per_a": [[2.7, 1.8, -0.8], [-0.6, -0.4, -1.2], [0.0, -0.8, 0.4], [-4.3, 3.8, 3.2], [-0.7, 3.6, 0.4], [-0.3, 0.7, -0.1], [-1.6, -2.4, -1.6], [2.1, -2.3, 0.1], [2.6, -3.9, -0.4]],
  "mulliken_charge": [-0.4768, 0.5096, -0.4924, -0.2491, -0.4358, 0.3603, 0.2186, 0.2797, 0.2858]
}

Record 3
{
  "formula": "C2H4O3P",
  "method": "ωB97M-V with the def2-TZVPD basis set",
  "relative_energy_kcal_mol": 87.0,
  "smiles": "CP(O)C(=O)[O-]",
  "max_force_ev_per_a": 7.3,
  "total_charge": -1,
  "spin_multiplicity": 1,
  "e_homo_ev": -3.65,
  "total_energy_ha": -645.66573,
  "elements": ["C", "P", "O", "C", "O", "O", "H", "H", "H", "H"],
  "xyz": [[1.511287, -0.427794, 0.100482], [0.008229, 0.539190, -0.636741], [-0.219355, 2.078167, 0.168961], [-1.501061, -0.623046, -0.231831], [-2.143155, -1.356099, -1.145781], [-1.887789, -0.692905, 1.185838], [1.711643, -1.328079, -0.631301], [2.466923, 0.229485, 0.255987], [1.150355, -0.854414, 1.134731], [-1.097078, 2.435496, -0.200346]],
  "forces_ev_per_a": [[-0.5, -0.4, 1.6], [-0.1, 0.2, -1.6], [-1.4, -1.1, -0.5], [-4.6, -3.8, 4.2], [3.6, 3.8, 3.3], [2.3, 0.9, -6.8], [-0.4, 1.9, 1.4], [-1.9, -1.2, -0.5], [1.0, 0.7, -1.9], [2.0, -1.0, 0.8]],
  "mulliken_charge": [-0.8028, 0.1586, -0.5092, 0.4272, -0.6414, -0.7044, 0.2494, 0.2743, 0.2371, 0.3111]
}

Record 4
{
  "formula": "C2H4O3P",
  "method": "ωB97M-V with the def2-TZVPD basis set",
  "relative_energy_kcal_mol": 55.7,
  "smiles": "C=C(O)OP[O-]",
  "max_force_ev_per_a": 3.4,
  "total_charge": -1,
  "spin_multiplicity": 1,
  "e_homo_ev": -2.92,
  "total_energy_ha": -645.71567,
  "elements": ["C", "C", "O", "O", "P", "O", "H", "H", "H", "H"],
  "xyz": [[-1.362379, -0.628516, -0.105218], [-0.551085, 0.442524, 0.013479], [-1.130600, 1.726728, -0.149166], [0.712764, 0.589639, 0.223749], [1.849560, -0.716505, -0.216453], [3.139921, -0.082028, 0.069204], [-1.093734, -1.599554, -0.134420], [-2.397538, -0.567430, -0.122362], [-0.511216, 2.383949, -0.460802], [1.344307, -1.548808, 0.881988]],
  "forces_ev_per_a": [[0.6, 2.4, 0.3], [-1.3, 1.6, -0.6], [-1.3, -1.0, 0.5], [0.7, -0.6, 0.0], [-2.1, -1.1, -1.7], [2.3, 0.7, 1.0], [1.8, -2.8, 0.3], [-1.7, 1.0, -0.4], [0.8, -0.4, 0.1], [0.3, 0.1, 0.5]],
  "mulliken_charge": [-1.0439, 0.7265, -0.5345, -0.3469, -0.0302, -0.6088, 0.3431, 0.2878, 0.2993, -0.0924]
}

Record 5
{
  "formula": "C2H4O3S",
  "method": "ωB97M-V with the def2-TZVPD basis set",
  "relative_energy_kcal_mol": 52.2,
  "max_force_ev_per_a": 3.3,
  "total_charge": 0,
  "spin_multiplicity": 1,
  "e_homo_ev": -10.90,
  "total_energy_ha": -702.41042,
  "elements": ["C", "C", "O", "O", "O", "S", "H", "H", "H", "H"],
  "xyz": [[2.927412, -0.836788, 1.020652], [1.864528, -1.037172, 0.495134], [-0.287796, 1.200182, -2.288918], [-2.179285, 2.045360, -1.027632], [-1.739856, -0.422594, 0.420222], [-1.607998, 0.956390, -1.839185], [3.687606, -0.890940, 1.694484], [1.007725, -0.864525, -0.126829], [-1.088649, -0.143213, 1.023428], [-2.583686, -0.006700, 0.628644]],
  "forces_ev_per_a": [[-2.1, -0.7, -0.7], [0.1, 1.1, -0.7], [1.1, -0.3, -0.5], [0.5, -1.9, -1.3], [-1.2, -1.0, -1.4], [-1.7, 2.4, 1.6], [1.9, 0.1, 1.2], [0.1, -0.5, 0.2], [1.0, 0.7, 1.4], [0.3, 0.1, 0.3]],
  "mulliken_charge": [-0.3113, -0.4591, -0.3701, -0.4288, -0.6436, 0.7774, 0.4006, 0.3684, 0.3302, 0.3363]
}

Record 6
{
  "formula": "C2H4O3S",
  "method": "ωB97M-V with the def2-TZVPD basis set",
  "relative_energy_kcal_mol": 8.0,
  "smiles": "O=CC(=O)S.O",
  "max_force_ev_per_a": 3.3,
  "total_charge": 0,
  "spin_multiplicity": 1,
  "e_homo_ev": -10.30,
  "total_energy_ha": -702.48072,
  "elements": ["O", "C", "C", "O", "S", "H", "H", "O", "H", "H"],
  "xyz": [[1.186528, -1.701082, 0.231147], [1.270150, -0.502010, 0.319531], [0.195969, 0.379075, 0.916682], [0.361683, 1.580789, 1.053949], [-1.256681, -0.527374, 1.349957], [1.988472, 0.079657, -0.267233], [-0.788871, -1.644825, 1.003661], [-0.656311, 1.015789, -1.571393], [-1.017906, 0.326251, -2.212879], [-1.283033, 0.993729, -0.823422]],
  "forces_ev_per_a": [[0.3, 0.5, 0.5], [-0.2, -0.6, -1.7], [0.1, 1.5, 1.0], [-0.4, -2.0, -0.1], [-1.4, 2.8, 1.1], [0.6, 0.1, 0.3], [1.0, -2.3, -0.8], [-1.0, -1.5, -1.0], [0.7, 1.4, 1.3], [0.2, 0.1, -0.6]],
  "mulliken_charge": [-0.4606, 0.2164, 0.3636, -0.4929, -0.1387, 0.3234, 0.1516, -0.6303, 0.3305, 0.3371]
}